{
  "formula": "C5H11CaO3",
  "method": "the ωB97M-V functional and the def2-TZVPD basis",
  "elements": ["C", "O", "C", "C", "O", "C", "H", "H", "H", "H", "H", "H", "H", "H", "H", "Ca", "O", "C", "H", "H"],
  "coordinates": [[-0.138, 1.300, 0.154], [-0.719, 0.053, 0.619], [-0.532, -1.056, -0.211], [0.922, -1.295, -0.608], [1.803, -1.141, 0.499], [1.772, -2.193, 1.453], [-0.589, 2.120, 0.735], [-0.233, 1.374, -0.949], [-1.108, -0.952, -1.151], [-0.925, -1.915, 0.351], [1.258, -0.572, -1.362], [1.024, -2.299, -1.045], [0.826, -2.175, 2.012], [1.886, -3.162, 0.947], [2.613, -2.039, 2.140], [1.983, 1.021, 1.055], [-2.997, 3.468, -0.103], [-2.415, 3.191, -1.140], [-1.623, 3.849, -1.555], [-2.807, 2.423, -1.841]],
  "atomic_forces_ev_per_a": [[0.56, 0.24, -0.72], [-0.19, -0.33, 0.44], [-0.21, 0.27, 0.07], [-0.24, -0.14, -0.45], [0.37, -0.55, -0.16], [-0.20, -0.35, 0.24], [-0.40, -0.37, -0.59], [-0.54, 0.35, 0.38], [0.07, -0.08, 0.14], [0.05, 0.14, -0.22], [-0.09, -0.10, 0.21], [0.07, 0.15, 0.14], [0.24, -0.06, -0.09], [0.01, 0.21, 0.11], [-0.22, -0.03, -0.17], [0.78, 0.63, 0.65], [1.04, -0.60, -1.42], [-1.56, 1.12, 0.74], [0.16, -0.35, 0.34], [0.30, -0.16, 0.39]],
  "de_lowest_kcal_mol": 46.9,
  "multiplicity": 2,
  "s_squared": 0.752,
  "total_energy_ev": -29939.72632,
  "lumo_ev": [0.36, 0.04],
  "max_force_ev_per_a": 2.1,
  "total_charge": 0
}